Below is a cluster of 2 separate species, C5H12O in total, with properties calculated with wB97M-V/def2-TZVPD.

Cartesian coordinates (Å):
C -1.024 -2.577 0.382
C -0.906 -1.076 0.150
C 0.626 1.509 -0.658
C -0.454 2.510 -0.465
O 1.361 1.199 0.355
C 2.250 0.241 0.457
H -0.483 -3.132 -0.390
H -0.580 -2.849 1.345
H -2.063 -2.917 0.371
H -1.434 -0.497 0.917
H -1.291 -0.784 -0.832
H 0.771 0.944 -1.576
H -1.436 2.089 -0.719
H -0.322 3.411 -1.079
H -0.489 2.809 0.585
H 2.807 0.242 1.380
H 0.153 -0.801 0.209
H 2.514 -0.322 -0.431

Properties
- multiplicity = 1
- energy above the lowest of the compared OMol25 structures with the same formula, charge and spin (eV) = 3.876
- orbital gap (spin up / spin down) (eV) = 8.30 / 7.93
- charge = 0


Below is a structure of composition C12H16AuF3N4OS2 at a distorted geometry, with properties calculated with wB97M-V/def2-TZVPD.

Cartesian coordinates (Å):
Au -0.024 -0.407 0.433
F 4.662 3.925 -0.115
C 3.418 3.500 0.010
F 2.773 3.724 -1.143
F 2.810 4.234 0.943
C 3.366 2.018 0.352
C 4.512 1.274 0.598
C 4.387 -0.098 0.810
C 3.129 -0.681 0.782
N 2.034 0.041 0.587
C 2.126 1.367 0.381
S 0.582 2.114 0.186
H 5.485 1.745 0.624
H 5.260 -0.711 0.974
H 2.997 -1.742 0.944
C -4.896 2.576 1.222
C -4.932 1.631 0.025
C -4.018 0.482 0.161
N -2.736 0.582 0.278
N -2.089 -0.570 0.332
C -2.884 -1.643 0.258
N -2.449 -2.889 0.259
S -4.561 -1.187 0.117
H -5.521 3.442 1.024
H -3.882 2.914 1.430
H -5.264 2.070 2.116
H -4.609 2.202 -0.857
H -5.951 1.290 -0.172
H -1.448 -3.076 0.278
H -3.098 -3.661 0.233
C 1.701 -2.159 -2.068
C 0.780 -3.172 -1.408
O 0.396 -2.819 -0.057
H 2.054 -2.569 -3.009
H 2.569 -1.941 -1.449
H 1.177 -1.231 -2.284
H 1.248 -4.160 -1.386
H -0.158 -3.238 -1.961
H 1.057 -3.173 0.552

Properties
- multiplicity = 1
- energy above the lowest of the compared OMol25 structures with the same formula, charge and spin (eV) = 1.283
- orbital gap (spin up / spin down) (eV) = 4.88 / 4.89
- charge = +2


Below is a structure of composition C33H28ClIN2O6PRuS at a distorted geometry, with properties calculated with wB97M-V/def2-TZVPD.

Cartesian coordinates (Å):
Ru -0.148 -0.052 0.187
O 2.178 -3.272 0.355
S 1.032 -2.501 0.746
O -0.028 -3.223 1.395
O 0.384 -1.811 -0.549
O 1.421 -1.243 1.507
Cl -3.175 3.545 5.297
C -2.621 2.288 4.251
C -2.901 0.964 4.601
C -2.492 -0.068 3.794
I -2.890 -2.044 4.249
C -1.764 0.200 2.583
O -1.395 -0.728 1.779
C -1.471 1.559 2.262
N -0.781 1.744 1.098
C -0.548 3.024 0.710
C -0.948 4.109 1.439
C -1.634 3.935 2.647
C -1.911 2.631 3.073
H -3.446 0.763 5.512
H -0.022 3.146 -0.226
H -0.722 5.104 1.076
H -1.967 4.784 3.231
C -3.124 -1.012 -1.229
C -2.700 -0.303 -2.514
C -1.827 -1.227 -3.367
C -2.036 1.064 -2.294
C -1.977 1.844 -3.604
O -0.629 2.344 -3.660
C 0.045 1.823 -2.624
N -0.613 1.076 -1.834
C 1.447 2.330 -2.559
C 1.824 3.168 -3.616
C 3.069 3.764 -3.663
C 3.978 3.523 -2.648
C 3.624 2.679 -1.614
C 2.363 2.079 -1.537
P 2.133 0.912 -0.130
C 3.603 -0.100 -0.483
C 4.787 0.061 0.237
C 5.911 -0.675 -0.106
C 5.863 -1.563 -1.174
C 4.694 -1.709 -1.900
C 3.564 -0.984 -1.555
C 2.550 1.922 1.339
C 2.751 1.284 2.572
C 2.961 2.036 3.720
C 2.973 3.425 3.664
C 2.784 4.062 2.448
C 2.573 3.316 1.295
H -3.839 -1.806 -1.449
H -3.589 -0.331 -0.513
H -2.290 -1.514 -0.754
H -3.613 -0.061 -3.066
H -0.912 -1.487 -2.832
H -1.552 -0.778 -4.327
H -2.361 -2.155 -3.577
H -2.614 1.615 -1.549
H -2.661 2.686 -3.639
H -2.144 1.212 -4.472
H 1.116 3.346 -4.412
H 3.329 4.410 -4.493
H 4.961 3.980 -2.666
H 4.349 2.463 -0.839
H 4.833 0.752 1.070
H 6.827 -0.551 0.461
H 6.738 -2.151 -1.428
H 4.646 -2.416 -2.720
H 2.647 -1.121 -2.112
H 2.727 0.205 2.627
H 3.113 1.528 4.666
H 3.129 4.007 4.566
H 2.797 5.145 2.392
H 2.431 3.836 0.355

Properties
- multiplicity = 6
- energy above the lowest of the compared OMol25 structures with the same formula, charge and spin (eV) = 0.000
- ⟨S²⟩ = 8.803
- orbital gap (spin up / spin down) (eV) = 5.44 / 6.19
- charge = 0


Below is the molecule C16H13F17O6S at a distorted geometry, with properties calculated with wB97M-V/def2-TZVPD.

Cartesian coordinates (Å):
C -3.581 -2.863 4.125
S -2.200 -2.186 3.064
O -2.717 -2.105 1.641
O -1.040 -3.145 3.188
C -1.614 -0.499 3.632
C -2.714 0.612 3.992
C -3.619 0.278 5.280
O -4.119 1.516 5.866
O -0.852 -0.865 4.839
C 0.543 -0.511 4.755
O 1.499 -1.074 5.309
O 0.535 0.604 3.842
C -0.429 0.220 2.808
C 0.187 -0.546 1.530
C 1.243 0.364 0.698
C 2.202 -0.681 -0.099
F 1.493 -1.829 -0.533
F 3.130 -1.152 0.914
C 3.106 0.038 -1.214
F 4.316 -0.743 -1.310
F 3.359 1.358 -0.711
C 2.413 0.064 -2.695
F 2.502 -1.275 -3.144
F 1.013 0.287 -2.397
C 3.011 1.179 -3.650
F 4.419 1.265 -3.347
F 2.477 2.442 -3.202
C 2.888 1.030 -5.224
F 4.123 1.576 -5.756
F 2.851 -0.281 -5.757
C 1.755 1.879 -5.974
F 1.938 3.302 -5.873
F 1.943 1.615 -7.381
C 0.235 1.541 -5.644
F -0.150 2.071 -4.363
F -0.546 2.322 -6.577
C -0.244 0.032 -5.869
F 0.174 -0.891 -4.890
F 0.054 -0.516 -7.130
F -1.681 0.061 -5.789
H -3.683 -3.964 3.827
H -3.316 -2.728 5.243
H -4.554 -2.343 3.833
H -3.404 0.777 3.077
H -2.214 1.638 4.177
H -3.055 -0.280 6.102
H -4.508 -0.385 4.973
H -4.733 1.900 5.202
H -0.948 1.183 2.429
H -0.681 -0.756 0.793
H 0.638 -1.524 1.912
H 1.886 0.931 1.476
H 0.666 1.057 0.001

Properties
- SMILES = CS(=O)(=O)[C@@]1(CCO)OC(=O)O[C@H]1CCC(F)(F)C(F)(F)C(F)(F)C(F)(F)C(F)(F)C(F)(F)C(F)(F)C(F)(F)F
- multiplicity = 1
- orbital gap (eV) = 10.56
- charge = 0


Below is a cluster of 4 separate species, C29H28O15P in total at a distorted geometry, with properties calculated with wB97M-V/def2-TZVPD.

Cartesian coordinates (Å):
O -0.585 0.300 -3.495
C -1.526 0.781 -2.858
C -1.274 1.732 -1.655
P -0.850 0.616 -0.120
O 0.074 1.802 0.757
C 0.724 1.161 1.886
C 0.960 -0.330 1.351
C 1.758 -1.336 2.287
C 2.762 -2.105 1.335
C 2.130 -2.806 0.189
C 2.905 -3.540 -0.811
C 4.380 -3.561 -0.641
C 5.011 -2.861 0.490
C 4.212 -2.124 1.505
O -0.346 -0.730 0.928
H -2.572 0.457 -3.165
H -2.134 2.430 -1.471
H -0.309 2.268 -1.893
H -2.023 0.950 0.640
H -1.686 -0.403 -0.777
H 0.219 0.144 -0.965
H 0.097 1.200 2.826
H 1.759 1.584 2.034
H 1.732 -0.129 0.540
H 1.035 -2.124 2.637
H 2.274 -0.842 3.149
H 1.017 -2.762 0.048
H 2.386 -4.056 -1.656
H 4.979 -4.101 -1.413
H 6.121 -2.868 0.591
H 4.671 -1.596 2.370
C -0.910 -5.249 3.374
C -1.015 -4.396 2.345
C -1.348 -4.876 0.967
O -1.453 -4.074 0.063
C -1.530 -6.316 0.768
C -1.421 -7.162 1.795
C -1.116 -6.680 3.176
O -1.044 -7.488 4.087
O -1.583 -8.494 1.635
O -0.826 -3.078 2.508
H -0.672 -4.916 4.375
H -1.753 -6.654 -0.235
H -1.456 -8.878 2.524
H -0.957 -2.671 1.619
C -1.032 4.340 5.721
C -2.199 4.796 6.182
C -3.341 5.093 5.264
O -4.395 5.490 5.734
C -3.140 4.896 3.832
C -1.970 4.441 3.364
C -0.836 4.119 4.286
O 0.203 3.695 3.826
O -1.767 4.254 2.050
O -2.403 5.010 7.499
H -0.200 4.121 6.375
H -3.969 5.130 3.179
H -0.851 3.915 1.960
H -3.321 5.336 7.569
C 0.512 1.567 -7.912
C 0.194 1.551 -6.606
C 0.252 2.807 -5.782
O -0.057 2.779 -4.612
C 0.693 4.041 -6.444
C 1.009 4.041 -7.740
C 0.926 2.801 -8.565
O 1.209 2.856 -9.754
O 1.420 5.166 -8.368
O -0.183 0.412 -6.007
H 0.475 0.674 -8.521
H 0.747 4.935 -5.838
H 1.583 4.900 -9.293
H -0.373 0.613 -5.043

Properties
- multiplicity = 1
- orbital gap (eV) = 5.28
- charge = -1


Below is the molecule C2H6N6 at a distorted geometry, with properties calculated with wB97M-V/def2-TZVPD.

Cartesian coordinates (Å):
C -0.277 2.259 -0.635
C 0.157 0.057 -0.090
H 0.253 2.557 0.308
H 0.461 2.417 -1.395
H -1.177 2.927 -0.698
H 1.403 -2.710 0.488
H -1.579 -1.493 1.192
H -1.888 -1.511 -0.401
N -0.743 0.841 -0.533
N 1.481 0.329 0.249
N 2.001 -0.771 0.669
N 1.108 -1.736 0.689
N 0.029 -1.315 -0.092
N -1.228 -1.850 0.248

Properties
- SMILES = C/N=c1\nn[nH]n1N
- multiplicity = 1
- energy above the lowest of the compared OMol25 structures with the same formula, charge and spin (eV) = 2.123
- orbital gap (eV) = 8.85
- charge = 0


Below is a structure of composition C20H14ClN3O2Sr at a distorted geometry, with properties calculated with wB97M-V/def2-TZVPD.

Cartesian coordinates (Å):
Sr -0.759 0.187 1.118
C -0.982 -4.328 0.079
C -1.320 -2.975 0.202
N -0.434 -2.004 0.209
C 0.874 -2.284 0.066
C 1.317 -3.637 -0.046
C 0.342 -4.656 -0.022
C 2.682 -3.928 -0.201
C 3.566 -2.889 -0.310
C 3.151 -1.563 -0.240
C 1.821 -1.186 -0.028
N 1.277 0.052 0.053
C 1.826 1.283 -0.101
C 3.171 1.639 -0.219
C 3.604 2.959 -0.306
C 2.728 4.008 -0.237
C 1.352 3.736 -0.173
C 0.390 4.766 -0.163
C -0.941 4.453 -0.200
C -1.302 3.104 -0.201
N -0.431 2.121 -0.163
C 0.886 2.388 -0.148
H -1.754 -5.083 0.063
H -2.360 -2.676 0.281
H 0.659 -5.686 -0.105
H 3.003 -4.956 -0.271
H 4.616 -3.090 -0.467
H 3.921 -0.830 -0.380
H 3.942 0.894 -0.231
H 4.663 3.143 -0.427
H 3.070 5.030 -0.257
H 0.719 5.794 -0.136
H -1.700 5.218 -0.226
H -2.348 2.814 -0.230
Cl 1.510 -0.796 5.212
C 0.695 0.722 4.833
C -0.056 0.582 3.503
O -0.081 1.582 2.766
O -0.612 -0.494 3.233
H 1.432 1.522 4.766
H -0.024 0.932 5.627

Properties
- multiplicity = 1
- orbital gap (eV) = 6.54
- charge = 0


Below is a cluster of 2 separate species, C6H11NS in total at a distorted geometry, with properties calculated with wB97M-V/def2-TZVPD.

Cartesian coordinates (Å):
C 0.420 -1.004 0.079
C -1.705 -2.066 -0.397
C -1.654 1.176 0.462
C -1.332 2.105 -0.655
C 2.486 0.258 0.634
C 1.880 -1.039 0.100
N -0.480 -1.737 -0.212
S -2.814 0.036 0.388
H -2.090 -2.047 -1.402
H -2.184 -2.707 0.321
H -1.118 1.324 1.392
H -0.254 2.184 -0.799
H -1.702 3.107 -0.419
H -1.800 1.774 -1.578
H 2.205 0.413 1.672
H 2.135 1.107 0.052
H 3.570 0.218 0.569
H 2.205 -1.885 0.716
H 2.231 -1.217 -0.922

Properties
- multiplicity = 1
- energy above the lowest of the compared OMol25 structures with the same formula, charge and spin (eV) = 3.063
- orbital gap (eV) = 8.08
- charge = 0


Below is the molecule C4H8N2O2 at a distorted geometry, with properties calculated with wB97M-V/def2-TZVPD.

Cartesian coordinates (Å):
C -0.700 0.489 0.698
C 0.394 -0.842 1.399
C -0.596 0.040 -0.675
C 0.476 0.575 -1.530
O -0.251 1.720 1.082
O 0.073 -2.058 0.959
N -1.121 -1.103 -1.074
N 1.258 1.491 -1.123
H 0.512 1.947 0.507
H -0.401 -1.977 -0.050
H -1.649 0.259 1.183
H -2.002 -1.296 -0.598
H 1.944 1.788 -1.814
H 1.385 -0.471 1.108
H 0.161 -0.686 2.454
H 0.518 0.124 -2.525

Properties
- SMILES = [H]/N=C(/C=N/[H])[C@H](O)CO
- multiplicity = 1
- energy above the lowest of the compared OMol25 structures with the same formula, charge and spin (eV) = 3.624
- orbital gap (eV) = 8.82
- charge = 0


Below is a cluster of 8 separate species, C21H60N2O13 in total at a distorted geometry, with properties calculated with wB97M-V/def2-TZVPD.

Cartesian coordinates (Å):
C 3.899 1.421 -0.860
C 5.022 1.910 -1.770
C 5.932 2.936 -1.052
O 5.269 4.139 -0.760
C 5.938 4.969 0.133
N 5.898 0.853 -2.259
H 4.212 0.833 0.007
H 3.169 0.807 -1.393
H 3.282 2.246 -0.499
H 4.580 2.443 -2.613
H 6.780 3.141 -1.708
H 6.266 2.401 -0.153
H 5.452 5.942 0.204
H 6.956 5.213 -0.202
H 6.019 4.549 1.141
H 5.506 0.461 -3.104
H 5.942 0.101 -1.583
C -0.942 -4.778 -1.115
C -2.183 -3.844 -1.013
C -3.498 -4.602 -1.120
O -3.413 -5.578 -2.134
C -4.690 -6.181 -2.343
N -2.158 -3.232 0.330
H -0.949 -5.296 -2.077
H -0.966 -5.579 -0.377
H -0.074 -4.127 -1.037
H -2.114 -3.076 -1.781
H -4.280 -3.855 -1.338
H -3.792 -5.088 -0.180
H -5.414 -5.398 -2.578
H -5.005 -6.657 -1.409
H -4.580 -6.937 -3.112
H -1.532 -2.430 0.357
H -1.692 -3.852 0.985
C -1.287 4.396 1.975
C -1.400 3.954 3.403
C -2.782 3.402 3.739
O -0.418 2.924 3.615
H -1.713 5.394 1.835
H -1.891 3.787 1.294
H -0.290 4.409 1.537
H -1.167 4.812 4.041
H -2.782 2.318 3.844
H -3.568 3.780 3.083
H -3.172 3.725 4.715
H -0.405 2.672 4.546
C 0.739 3.536 -1.403
C 1.509 4.822 -1.528
O 1.269 5.296 -2.872
O 1.265 2.500 -2.234
H -0.318 3.584 -1.687
H 0.680 3.179 -0.372
H 2.591 4.657 -1.487
H 1.258 5.600 -0.803
H 1.694 6.147 -2.999
H 0.953 2.678 -3.127
C -0.263 -1.370 3.864
C 0.892 -0.495 3.483
O 0.593 0.472 2.478
O -1.223 -0.540 4.547
H -0.038 -2.224 4.508
H -0.747 -1.802 2.978
H 1.778 -1.022 3.120
H 1.231 0.029 4.384
H 0.259 1.270 2.918
H -1.717 -1.097 5.152
C -6.334 -3.356 2.187
C -5.058 -2.969 2.959
O -4.323 -1.945 2.316
O -6.020 -4.301 1.180
H -6.755 -2.418 1.816
H -7.013 -3.837 2.893
H -4.420 -3.855 3.028
H -5.321 -2.638 3.967
H -3.810 -2.331 1.592
H -5.748 -3.855 0.372
C -1.547 0.256 -0.519
C -0.233 -0.498 -0.802
O 0.209 -1.265 0.308
O -1.318 1.351 0.391
H -2.347 -0.366 -0.101
H -1.893 0.653 -1.481
H 0.516 0.237 -1.105
H -0.464 -1.192 -1.616
H 0.577 -0.675 0.991
H -1.271 0.823 1.205
C 3.023 -1.822 -3.430
C 2.113 -0.696 -3.863
O 2.120 -0.460 -5.280
O 4.394 -1.569 -3.689
H 2.666 -2.788 -3.810
H 2.903 -2.018 -2.361
H 2.398 0.236 -3.372
H 1.078 -0.933 -3.627
H 2.962 -0.733 -5.653
H 4.548 -1.681 -4.632

Properties
- SMILES = COC[C@H](C)N.COC[C@H](C)N.CC(C)O.OCCO.OCCO.OCCO.OCCO.OCCO
- multiplicity = 1
- orbital gap (eV) = 9.47
- charge = 0


Below is the molecule C4H5NO at a distorted geometry, with properties calculated with wB97M-V/def2-TZVPD.

Cartesian coordinates (Å):
N 2.781 -1.060 0.635
C 1.720 -0.666 0.382
C 0.403 -0.271 -0.105
C -0.957 -0.517 0.595
O -1.383 0.815 0.252
C -0.201 1.105 -0.484
H 0.317 -0.510 -1.155
H -1.026 -0.684 1.681
H -1.555 -1.288 0.090
H 0.274 2.067 -0.304
H -0.373 1.009 -1.587

Properties
- SMILES = N#CC1COC1
- multiplicity = 1
- energy above the lowest of the compared OMol25 structures with the same formula, charge and spin (eV) = 2.536
- orbital gap (eV) = 11.11
- charge = 0